Entry 1:
Entry from the OMol25 dataset: a 12-piece molecular cluster, C26H56O22S2 overall at a distorted geometry (ωB97M-V/def2-TZVPD).

Output
Structure (SMILES)   O=S1(=O)CCCC1.O=S1(=O)CCCC1.O=C1OCCO1.O=C1OCCO1.O=C1OCCO1.O=C1OCCO1.CO.CO.CO.CO.CO.CO
E_HOMO   -9.76 eV

Last column: Mulliken charge in e.
Atoms and positions in Å:
O 4.01917 -10.81557 -9.32504  -0.66
S 3.61597 -11.81470 -8.37728  1.22
O 4.21685 -11.75793 -7.08269  -0.71
C 1.80326 -12.02412 -8.37076  -0.78
C 1.58081 -13.44817 -9.04771  -0.96
C 2.75016 -13.78357 -9.91566  0.26
C 3.99872 -13.36636 -9.15629  0.04
H 1.40168 -11.23023 -9.00068  0.40
H 1.48938 -12.06751 -7.32949  0.39
H 1.43558 -14.21696 -8.25965  0.34
H 0.61509 -13.47413 -9.60896  0.42
H 2.74631 -13.23739 -10.89841  -0.25
H 2.69751 -14.82391 -10.06412  0.28
H 4.95737 -13.21134 -9.68454  -0.20
H 4.22994 -14.06274 -8.34191  0.20
O 2.41922 -18.97553 -10.71259  -0.80
S 3.47020 -19.24187 -11.67036  1.27
O 3.15678 -19.22137 -13.07638  -0.66
C 4.91550 -18.22019 -11.28513  0.23
C 6.11789 -19.13873 -10.95887  0.61
C 5.72746 -20.52934 -11.55934  -0.38
C 4.30186 -20.76692 -11.12256  -0.87
H 4.72047 -17.62295 -10.42612  0.61
H 5.11976 -17.63158 -12.17490  -0.90
H 6.96178 -18.72939 -11.49817  -0.98
H 6.29075 -19.15119 -9.86278  0.49
H 6.38228 -21.34007 -11.31446  0.55
H 5.78829 -20.43067 -12.65329  -0.14
H 4.15517 -20.76921 -10.01870  0.34
H 3.71314 -21.60386 -11.51247  0.51
O 11.13769 -15.48718 -15.05791  -0.53
C 10.91133 -14.60039 -14.34654  0.39
O 11.39685 -13.36585 -14.38915  -0.45
C 10.65121 -12.56571 -13.34454  -0.47
C 10.11867 -13.60067 -12.40906  0.42
O 10.18110 -14.79791 -13.20460  0.01
H 11.28061 -11.81203 -12.88807  0.39
H 9.90787 -12.05020 -13.97004  0.17
H 9.10765 -13.33386 -12.17604  -0.34
H 10.62892 -13.81139 -11.46334  0.36
O 9.16829 -16.44901 -9.32906  -0.60
C 9.54520 -17.10131 -10.27085  0.18
O 9.29466 -16.72870 -11.54021  0.52
C 10.06840 -17.62694 -12.41075  -0.46
C 10.26489 -18.88670 -11.51419  -0.28
O 10.09650 -18.31413 -10.17081  -0.42
H 9.55253 -17.83177 -13.33523  0.21
H 11.03707 -17.15859 -12.65371  0.34
H 11.21329 -19.38356 -11.61801  0.35
H 9.42087 -19.54702 -11.65902  0.17
O 6.51828 -16.05679 -10.22356  0.41
C 6.85371 -15.27925 -9.32766  -0.18
O 7.53464 -14.17650 -9.56681  0.07
C 7.93366 -13.51314 -8.35107  -0.50
C 7.04871 -14.23127 -7.31200  -0.45
O 6.46797 -15.39920 -8.01081  -0.45
H 8.97796 -13.69273 -8.11282  0.31
H 7.72286 -12.45116 -8.48209  0.39
H 6.23243 -13.63799 -6.84583  0.23
H 7.63139 -14.76810 -6.54547  0.36
O 8.10666 -19.51260 -13.56855  -0.43
C 7.21499 -19.26671 -14.31209  0.27
O 6.41357 -20.19186 -14.86761  -0.49
C 5.45522 -19.66634 -15.80953  -0.41
C 5.47838 -18.20712 -15.40652  0.41
O 6.67987 -18.05798 -14.60614  0.10
H 5.79266 -19.89283 -16.82340  0.28
H 4.49068 -20.17278 -15.63584  0.26
H 4.57260 -17.92073 -14.88729  -0.26
H 5.60766 -17.52807 -16.29992  0.34
C 1.62284 -16.47356 -14.84955  -0.59
O 2.75179 -16.66701 -14.02032  -0.19
H 0.68150 -16.70939 -14.41766  0.32
H 1.79407 -15.45020 -15.08741  0.06
H 1.67693 -17.08396 -15.73821  0.27
H 2.57609 -17.40371 -13.46285  0.11
C 2.16288 -12.06218 -13.56513  -0.26
O 2.30855 -13.32168 -14.26554  -0.42
H 2.94804 -12.02225 -12.80695  -0.11
H 2.23845 -11.16674 -14.22476  0.25
H 1.18274 -11.91558 -13.05507  0.28
H 3.19611 -13.24280 -14.61546  0.15
C 6.58510 -10.51708 -11.66139  -0.74
O 6.96870 -11.71473 -12.36551  -0.15
H 5.57630 -10.52263 -11.24000  0.21
H 7.32302 -10.26088 -10.90251  0.28
H 6.70805 -9.61041 -12.32679  0.31
H 6.35739 -11.86208 -13.10640  0.08
C 7.94728 -14.36131 -15.90859  -0.73
O 7.48805 -13.58594 -14.86119  -0.48
H 7.14599 -14.94831 -16.36099  0.20
H 8.52438 -13.77420 -16.67596  0.27
H 8.60572 -15.12375 -15.52123  0.19
H 7.08366 -14.11881 -14.16440  0.37
C 4.99143 -14.80912 -12.49807  0.22
O 6.21098 -15.23248 -13.06314  0.59
H 4.49998 -15.60231 -11.98557  0.05
H 5.07618 -13.89992 -11.90289  -0.13
H 4.34555 -14.54248 -13.33862  -0.26
H 6.66610 -15.77208 -12.37007  -0.36
C 4.66521 -12.05321 -16.66303  -0.82
O 4.90231 -12.61101 -15.38166  -0.25
H 5.52476 -12.21611 -17.35285  0.33
H 3.79234 -12.52539 -17.11412  0.26
H 4.44910 -10.94558 -16.59605  0.26
H 5.83895 -12.63936 -15.27730  0.30

Forces on the atoms, in the same order (eV/Å):
-0.438 0.868 -0.456
0.199 -0.676 -1.123
-0.114 -0.052 1.156
0.456 -1.418 -0.462
-1.651 1.017 0.981
0.880 1.469 -1.099
0.683 -0.670 0.732
-0.093 0.075 0.441
-0.208 0.541 -0.165
0.376 0.482 -0.285
0.772 0.241 0.306
-0.271 -0.621 0.814
0.383 -1.321 -0.669
-0.687 -0.017 -0.198
-0.232 -0.039 -0.051
-0.218 0.239 -0.446
0.761 -0.463 2.620
0.169 -0.293 -0.428
0.332 -0.504 -0.649
-0.829 -0.596 -0.338
0.117 0.731 -0.159
-1.121 0.183 -0.009
-0.568 0.684 0.286
-0.039 0.241 0.019
0.431 -0.050 0.298
0.010 -0.135 -0.728
0.470 -0.364 0.424
-0.255 -0.202 0.319
0.277 0.125 -0.681
0.464 0.002 -0.228
0.708 -2.136 -2.574
-0.463 1.306 3.333
-0.344 1.327 1.018
0.798 0.216 -1.956
-0.206 -0.793 -0.193
-0.440 0.464 -0.189
0.479 -0.145 -0.114
-0.202 -0.259 0.706
-0.810 -0.237 0.140
0.366 0.365 -0.316
0.883 -0.368 -0.118
-1.532 0.388 0.442
1.070 -1.126 -0.422
0.950 -0.086 0.727
-1.406 1.670 0.018
0.760 -0.174 -0.622
-0.318 0.102 0.109
-0.452 0.021 0.230
0.303 -0.028 0.143
0.093 -0.401 -0.052
0.444 1.506 2.115
-1.496 -1.965 -1.111
0.639 0.578 0.051
-1.032 -0.616 0.218
-0.317 -1.268 0.984
0.883 1.408 -1.724
0.143 -0.017 -0.429
0.013 -0.139 0.161
0.530 -0.302 -0.510
-0.043 0.915 -0.007
0.491 0.105 -0.145
-2.660 0.435 -0.642
0.462 -1.676 -0.371
0.305 -0.367 0.721
0.345 1.255 -1.738
0.358 0.103 0.211
0.097 0.166 0.114
0.452 0.342 0.067
0.166 0.245 0.545
-0.186 -0.656 1.011
1.432 0.184 -0.487
0.167 0.259 0.040
-0.827 0.220 0.858
-1.065 0.885 -0.650
0.212 -0.298 -0.583
0.029 -1.139 0.601
-0.250 0.194 -0.117
-0.998 1.365 0.652
-0.022 0.348 0.087
0.234 -0.677 0.153
0.532 -0.826 -0.432
0.611 -0.245 -0.388
0.508 1.249 -1.362
-0.345 0.400 0.422
0.188 -0.239 -0.018
-0.025 -0.759 0.332
-0.529 -0.883 0.265
0.254 0.201 0.386
0.661 -1.033 -0.851
-0.169 2.064 0.261
-0.255 0.296 -0.477
-0.813 -0.314 0.836
0.593 -0.288 0.015
-0.078 -0.709 0.280
-0.607 1.011 -1.344
0.904 -0.851 0.879
-0.347 -0.429 0.660
0.315 -0.092 0.412
-0.018 -0.143 0.107
-0.158 0.749 -0.620
-0.006 1.021 -0.549
-1.355 0.286 -0.379
-0.483 0.142 0.496
-0.021 -0.058 0.105
0.317 -1.027 -0.076
1.528 -0.500 0.434

Entry 2:
Entry from the OMol25 dataset: a 9-piece molecular cluster, C26H57B2NO13P overall at a distorted geometry (ωB97M-V/def2-TZVPD).

Output
Relative energy (zero: lowest compared OMol25 entry of this formula, charge and spin)   77.9 kcal/mol
Total charge   -1
E_HOMO   -3.43 eV

Last column: Mulliken charge in e.
Atoms and positions in Å:
N -2.67712 2.19167 1.21913  -0.60
B -1.32971 1.95038 0.49644  -1.53
O -1.31685 1.54830 -0.94591  -0.58
B 0.03101 2.20972 1.39124  2.70
O 1.25294 1.41967 1.14304  -0.72
C 2.28895 2.24619 1.84105  -0.17
C 1.83801 3.75516 1.37832  -0.16
P 1.64320 5.07880 2.78679  0.07
O 0.62998 6.32151 2.02496  -0.47
O 0.66512 4.38770 4.09589  -0.41
O 0.43372 3.56756 0.97483  -0.47
H -2.70127 1.60598 2.09138  0.22
H -2.61643 3.18927 1.57862  0.20
H -1.29577 2.41151 -1.48786  0.23
H -0.17727 2.00427 2.52899  -0.41
H 2.07703 1.97885 2.96533  0.16
H 3.40885 2.11933 1.52054  0.21
H 2.32948 4.12630 0.37188  0.23
H 0.70654 6.17211 1.02761  0.30
H -0.27260 4.54175 3.77282  0.28
C -5.19971 4.75571 -2.40981  -1.15
C -4.74618 4.03180 -1.17038  0.80
O -4.00406 4.57131 -0.35127  -0.51
C -5.23585 2.62223 -0.97193  -0.95
H -4.76859 5.76249 -2.42023  0.30
H -4.85825 4.21987 -3.29900  0.31
H -6.28925 4.84175 -2.41214  0.32
H -4.89598 1.99124 -1.79702  0.29
H -6.32697 2.61317 -0.91025  0.40
H -4.82851 2.22499 -0.03616  0.19
C -3.43708 5.55054 7.24601  -1.02
C -2.79442 5.76501 5.90179  0.82
O -2.53186 4.81875 5.16124  -0.47
C -2.48549 7.18210 5.49871  -1.13
H -3.60187 4.47914 7.40262  0.17
H -2.77952 5.92232 8.03580  0.35
H -4.40236 6.06184 7.28218  0.33
H -1.78547 7.62664 6.21060  0.34
H -3.40832 7.76612 5.45708  0.33
H -2.02404 7.18441 4.50552  0.27
C 2.75038 -2.01037 -2.38180  -0.83
C 3.63723 -1.87595 -1.17295  0.79
O 4.84006 -2.12583 -1.23241  -0.63
C 2.99544 -1.42388 0.11149  -0.54
H 3.34922 -2.34453 -3.23581  -0.05
H 1.97065 -2.75173 -2.19002  0.33
H 2.30418 -1.04270 -2.62475  0.42
H 2.22661 -2.13911 0.41447  0.38
H 2.56011 -0.43013 -0.02035  0.08
H 3.75548 -1.37211 0.89827  0.06
C 5.01385 -0.87529 -6.08483  -1.03
C 3.66363 -0.22935 -5.92492  0.76
O 3.03268 -0.32049 -4.87308  -0.47
C 3.11530 0.53250 -7.10177  -1.10
H 5.28214 -1.39002 -5.15603  0.22
H 4.98131 -1.60883 -6.89430  0.32
H 5.76846 -0.11243 -6.29247  0.35
H 2.99808 -0.13829 -7.95660  0.32
H 3.78531 1.35804 -7.35477  0.32
H 2.13421 0.94417 -6.84224  0.29
C -7.09707 0.93342 6.99907  -1.14
C -6.14976 2.05161 6.65532  0.84
O -6.27057 3.16793 7.15731  -0.55
C -5.04885 1.75106 5.67362  -0.83
H -7.83929 1.29499 7.71877  0.30
H -7.61767 0.59750 6.09879  0.32
H -6.54576 0.10522 7.45144  0.31
H -5.47813 1.45160 4.71421  0.35
H -4.40631 0.95927 6.06688  0.32
H -4.44320 2.65066 5.52104  0.09
C 6.41184 0.50493 3.96286  -1.19
C 6.02203 0.58708 2.51124  0.84
O 5.23949 1.44592 2.10779  -0.55
C 6.62680 -0.42225 1.57232  -1.13
H 5.89904 1.29517 4.52156  0.32
H 6.11407 -0.46316 4.37335  0.32
H 7.49055 0.64687 4.06653  0.33
H 6.33859 -1.43172 1.87622  0.31
H 7.71506 -0.32168 1.56950  0.45
H 6.25546 -0.24222 0.55789  0.21
C 1.10641 -6.52991 -4.05904  -0.66
C 2.60297 -6.68343 -4.00745  0.77
O 3.14113 -7.76929 -4.21733  -0.60
C 3.41561 -5.45689 -3.68917  -0.90
H 0.65058 -7.49639 -4.29930  -0.09
H 0.73306 -6.19929 -3.08659  0.32
H 0.83315 -5.81152 -4.83605  0.34
H 3.14522 -5.07842 -2.70019  0.24
H 3.24521 -4.69067 -4.44964  0.25
H 4.47937 -5.71722 -3.68598  0.31
C -3.41969 -9.79432 -5.33984  -1.10
C -2.00700 -9.50561 -4.90756  0.84
O -1.77031 -8.79513 -3.93187  -0.54
C -0.89509 -10.11991 -5.71524  -1.01
H -4.11670 -9.28582 -4.66516  0.29
H -3.58111 -9.42227 -6.35468  0.32
H -3.60996 -10.86957 -5.29378  0.33
H -0.94393 -9.76236 -6.74684  0.30
H -0.97288 -11.20965 -5.68597  0.34
H 0.06927 -9.82568 -5.28765  0.24

Forces on the atoms, in the same order (eV/Å):
0.324 0.286 0.103
-1.419 -0.934 -1.278
-0.609 2.742 0.667
0.967 -0.745 -0.777
3.006 0.620 0.161
-0.855 -0.031 -0.575
-2.555 -0.542 -0.320
0.351 0.464 0.818
1.276 -2.199 -0.933
-0.468 1.666 -3.436
1.131 1.070 0.402
0.428 0.914 -1.011
-0.157 -1.497 -0.461
-0.012 -2.030 1.256
-0.501 0.436 1.709
0.849 1.166 -1.788
-2.589 -0.338 0.569
-0.147 -0.442 2.297
-0.510 -0.025 1.940
1.035 -0.746 0.656
0.244 0.513 -0.025
1.137 0.474 1.441
-1.123 -0.455 -1.290
0.099 -0.081 0.481
-0.075 -0.213 0.022
-0.220 -0.043 0.007
0.038 -0.158 -0.156
-0.162 0.012 -0.016
-0.049 -0.022 -0.276
0.152 0.129 -0.237
-0.018 -0.520 -0.006
0.410 -1.307 -1.059
-0.404 1.228 0.998
0.222 -0.099 -0.489
-0.015 0.270 -0.057
-0.136 0.162 -0.020
0.118 0.065 0.130
-0.181 0.086 0.034
0.086 0.065 0.187
-0.078 -0.032 0.220
0.381 -0.157 -0.222
1.050 -0.247 0.240
-1.007 0.187 -0.071
0.512 -0.035 0.011
-0.143 0.146 0.218
-0.148 0.196 0.074
-0.125 -0.216 0.088
-0.157 0.226 -0.082
-0.326 -0.047 0.164
-0.148 0.001 -0.174
0.048 -0.219 0.473
-0.936 -0.109 1.557
0.912 0.192 -1.654
-0.450 0.159 0.181
-0.074 0.137 -0.178
0.120 0.170 -0.098
-0.027 -0.115 -0.185
0.179 0.128 -0.060
0.025 -0.150 -0.162
0.233 -0.105 -0.023
-0.352 0.239 0.364
0.064 1.442 0.469
0.053 -1.359 -0.516
0.128 0.519 0.082
0.167 -0.057 -0.152
0.162 -0.165 0.050
-0.054 -0.066 -0.221
0.106 -0.187 0.077
-0.107 -0.097 -0.182
-0.091 -0.198 0.001
-0.298 0.407 0.230
-1.102 1.180 -0.672
1.536 -1.230 0.665
-0.254 0.214 -0.418
0.088 -0.173 -0.155
0.215 -0.009 -0.019
-0.023 -0.221 0.032
0.206 0.007 -0.003
-0.017 -0.186 0.132
0.047 -0.106 0.242
-0.044 -0.531 -0.145
0.668 -1.261 -0.255
-0.641 1.228 0.209
0.442 -0.301 -0.023
0.069 0.235 0.121
-0.043 0.165 -0.159
-0.033 0.137 0.213
-0.060 0.179 -0.178
-0.126 0.093 0.217
-0.245 0.048 0.011
-0.263 0.266 0.360
0.360 0.988 1.363
-0.326 -0.946 -1.311
0.387 0.201 0.273
0.186 -0.105 -0.143
0.007 -0.226 -0.018
0.014 0.051 -0.223
-0.066 -0.216 -0.011
-0.058 0.060 -0.209
-0.211 -0.065 -0.084